[1]
ORCA calculation (the ωB97M-V functional and the def2-TZVPD basis) on a cluster of 9 separate species, C41H76N2O22P3 in total.

```
144
Properties=species:S:1:pos:R:3:mulliken_charge:R:1
C 16.772 -4.591 -38.852 1.0617
C 15.516 -4.316 -38.033 -1.2354
N 14.567 -5.394 -38.241 1.5919
C 13.642 -5.340 -39.262 -0.5622
C 12.899 -6.454 -39.146 -1.3525
N 13.386 -7.192 -38.104 1.2272
C 14.394 -6.520 -37.539 -0.8224
C 12.947 -8.531 -37.753 -0.9436
H 16.624 -4.673 -39.938 -0.1610
H 17.250 -5.523 -38.556 -0.0403
H 17.456 -3.742 -38.911 -0.2185
H 15.002 -3.398 -38.310 -0.0769
H 15.885 -4.172 -37.019 0.2442
H 13.758 -4.511 -39.948 0.2562
H 12.140 -6.879 -39.784 0.9694
H 15.155 -6.900 -36.874 0.1661
H 13.140 -8.728 -36.705 0.3736
H 13.438 -9.284 -38.369 0.1676
H 11.882 -8.602 -37.961 0.2542
C 10.953 -3.883 -42.006 -0.3350
C 10.357 -5.118 -42.262 -0.8689
C 9.808 -5.854 -41.234 0.5564
C 9.844 -5.352 -39.925 -0.4929
C 10.384 -4.094 -39.689 0.0305
C 10.964 -3.371 -40.729 0.0446
O 11.559 -2.160 -40.502 -0.5556
O 9.122 -7.001 -41.501 -0.5881
H 11.423 -3.358 -42.827 0.3800
H 10.259 -5.524 -43.261 0.5527
H 9.464 -5.886 -39.062 0.3411
H 10.386 -3.740 -38.664 0.2595
H 11.385 -1.845 -39.609 0.3192
H 8.962 -7.524 -40.712 0.3309
C 9.592 -8.374 -34.703 -0.2145
C 8.558 -8.931 -33.974 -0.6806
C 8.694 -9.083 -32.605 0.8531
C 9.857 -8.652 -31.971 -0.6350
C 10.870 -8.076 -32.735 -0.4117
C 10.770 -7.952 -34.109 -0.1785
O 11.780 -7.466 -34.899 -0.0087
O 7.657 -9.620 -31.885 -0.5459
H 9.414 -8.305 -35.772 0.3629
H 7.607 -9.180 -34.424 0.4128
H 10.024 -8.798 -30.912 0.2830
H 11.778 -7.810 -32.201 0.3206
H 12.543 -7.223 -34.366 0.1212
H 7.967 -9.707 -30.977 0.2723
C 16.516 -9.101 -35.808 -0.5155
C 17.033 -7.898 -35.351 -0.7564
C 17.940 -7.180 -36.112 0.4175
C 18.303 -7.625 -37.369 -0.5732
C 17.768 -8.816 -37.858 -0.5949
C 16.895 -9.554 -37.065 0.4148
O 16.335 -10.733 -37.495 -0.5915
O 18.432 -5.958 -35.739 -0.4051
H 15.762 -9.647 -35.259 0.4893
H 16.586 -7.406 -34.491 0.3345
H 18.962 -7.102 -38.050 0.6196
H 18.046 -9.235 -38.818 0.5389
H 16.764 -11.002 -38.314 0.3026
H 18.054 -5.689 -34.894 0.2941
C 17.964 1.991 -40.913 -0.8705
O 17.638 0.741 -40.291 0.0235
P 18.396 0.224 -39.002 0.7561
O 17.916 -1.097 -38.588 -0.2177
O 19.910 0.320 -39.462 -0.4319
C 21.000 -0.128 -38.641 -0.6571
O 18.225 1.411 -37.951 -0.3737
C 16.950 1.607 -37.346 -0.5232
H 17.977 1.820 -41.989 0.2711
H 18.916 2.378 -40.563 0.3446
H 17.160 2.713 -40.765 0.2666
H 20.627 -0.491 -37.681 0.3012
H 21.716 0.680 -38.536 0.3339
H 21.476 -0.990 -39.111 0.1595
H 16.474 2.479 -37.794 0.2843
H 17.086 1.826 -36.286 0.3038
H 16.301 0.732 -37.385 0.0554
C 13.380 -6.585 -43.376 -0.0910
O 13.750 -7.969 -43.276 -0.4681
P 13.483 -8.726 -41.899 0.7779
O 12.113 -8.681 -41.380 -0.6907
O 13.996 -10.186 -42.263 -0.4133
C 13.387 -11.310 -41.605 -0.6771
O 14.559 -8.142 -40.909 0.5158
C 15.915 -7.821 -41.271 -0.1372
H 14.302 -6.023 -43.513 0.0736
H 12.917 -6.167 -42.477 -0.1576
H 12.644 -6.483 -44.168 0.4135
H 13.756 -11.425 -40.585 0.2438
H 13.598 -12.166 -42.234 0.2737
H 12.312 -11.156 -41.507 0.3017
H 16.176 -8.260 -42.236 0.4739
H 16.524 -8.391 -40.568 -0.1436
H 16.041 -6.743 -41.249 -0.1209
C 16.227 -3.738 -44.690 -0.7786
O 15.785 -2.599 -43.959 -0.3459
P 15.759 -2.741 -42.372 0.1983
O 14.917 -3.805 -41.797 0.2975
O 17.289 -2.861 -41.962 0.1131
C 18.239 -1.864 -42.391 -0.7657
O 15.265 -1.291 -41.972 -0.4812
C 14.891 -1.057 -40.612 -0.3574
H 15.435 -4.022 -45.384 0.3020
H 16.486 -4.617 -44.096 0.2784
H 17.112 -3.510 -45.287 0.2964
H 17.819 -1.156 -43.104 0.4051
H 18.945 -2.465 -42.968 0.2776
H 18.758 -1.382 -41.570 0.0527
H 15.440 -0.185 -40.254 0.2382
H 15.104 -1.899 -39.960 -0.1822
H 13.844 -0.761 -40.572 0.3462
C 9.693 -4.266 -35.556 -0.2714
O 10.792 -3.381 -35.480 -0.4977
C 11.987 -4.004 -35.876 0.3554
C 13.120 -3.013 -35.824 -0.3790
O 12.950 -1.991 -36.787 -0.2308
C 13.735 -0.850 -36.502 -0.9898
H 9.443 -4.564 -36.580 0.0277
H 8.836 -3.763 -35.116 0.3075
H 9.914 -5.164 -34.967 0.1198
H 11.866 -4.430 -36.881 -0.1848
H 12.226 -4.818 -35.177 0.2272
H 14.080 -3.521 -35.974 -0.0001
H 13.166 -2.538 -34.837 0.5966
H 14.755 -1.194 -36.296 0.3719
H 13.385 -0.255 -35.652 0.3396
H 13.697 -0.198 -37.373 0.3012
C 20.440 -3.915 -37.463 -0.4079
O 20.983 -4.277 -38.700 -0.5041
C 20.234 -3.793 -39.792 1.5622
C 21.029 -3.974 -41.065 -0.6988
O 22.304 -3.376 -40.912 -0.3319
C 23.239 -3.862 -41.848 -0.8071
H 20.785 -2.932 -37.115 0.2194
H 20.765 -4.623 -36.699 0.3512
H 19.349 -3.895 -37.377 0.0187
H 19.987 -2.741 -39.589 -0.5301
H 19.261 -4.281 -39.921 -0.3593
H 20.565 -3.523 -41.943 0.1756
H 21.132 -5.060 -41.184 0.4879
H 23.852 -4.633 -41.367 0.2706
H 23.966 -3.090 -42.115 0.2485
H 22.805 -4.218 -42.784 0.3171
```

Its calculated total energy is -119640.6931 eV. Its charge is +1.



[2]
ORCA calculation (the ωB97M-V functional and the def2-TZVPD basis) on the ion C6H16BN3O4P with charge +1.

```
31
Properties=species:S:1:pos:R:3:mulliken_charge:R:1
C 3.383 -0.104 1.154 -0.7503
P 2.868 -0.868 -0.513 0.1430
O 3.037 -2.619 -0.265 -0.4802
C 1.043 -0.602 -0.956 -0.3798
C 0.641 0.392 -2.238 -0.4832
C -1.010 0.141 -2.128 -0.6313
C -1.323 -0.557 -0.641 -0.1674
C -2.728 -0.109 0.070 -0.6617
O -2.917 -0.584 1.449 -0.1303
N -4.207 -0.346 1.784 0.0397
O -4.687 -1.481 1.925 -0.2137
N 0.006 -0.275 0.094 0.1216
B 0.002 1.096 0.763 0.4058
N 0.617 1.262 2.174 -0.6301
O -0.585 2.334 0.186 -0.5499
H 2.766 -0.462 2.081 0.3056
H 3.241 1.074 1.060 0.1837
H 4.555 -0.287 1.281 0.3278
H 2.200 -2.891 0.214 0.3272
H 0.705 -1.696 -1.294 0.4110
H 0.930 -0.297 -3.146 0.3553
H 1.031 1.494 -2.194 0.2767
H -1.469 1.240 -2.057 0.2272
H -1.567 -0.284 -3.065 0.4100
H -1.496 -1.691 -0.907 0.4837
H -2.890 1.060 -0.066 0.3277
H -3.600 -0.612 -0.573 0.4188
H 0.030 -0.988 0.879 0.4821
H -0.137 1.700 2.785 0.2781
H 1.431 1.942 2.133 0.2556
H 0.130 3.017 0.010 0.2975
```

Its calculated total energy is -29095.1363 eV. Its charge is +1.



[3]
ORCA calculation (the ωB97M-V functional and the def2-TZVPD basis) on a structure of composition C33H27ClFN3O5Pt.

```
71
Properties=species:S:1:pos:R:3:mulliken_charge:R:1
Pt -1.321 1.342 -0.022 2.6026
Cl -2.975 -0.560 -6.934 -0.1826
C -2.408 0.098 -5.473 0.1052
C -1.164 0.767 -5.433 -0.6177
C -0.749 1.362 -4.282 -0.5286
C -1.513 1.300 -3.075 0.7395
O -1.072 1.946 -2.059 -0.8016
C -2.738 0.550 -3.121 0.0262
C -3.574 0.411 -1.986 0.5300
N -3.305 0.852 -0.808 0.0042
C -4.239 0.894 0.237 0.3669
C -5.393 0.163 0.329 -0.7096
C -6.309 0.410 1.365 -0.9728
C -6.075 1.401 2.274 -0.9065
C -4.870 2.139 2.222 0.8062
C -4.547 3.168 3.135 -0.4724
C -3.344 3.809 3.036 -0.9590
C -2.444 3.418 2.038 -0.0574
N -2.729 2.478 1.162 0.0603
C -3.935 1.835 1.220 0.8269
C -3.169 0.002 -4.328 -1.1876
H -0.554 0.807 -6.325 0.4543
H 0.173 1.929 -4.244 0.4710
H -4.536 -0.064 -2.170 0.3823
H -5.616 -0.613 -0.394 0.4292
H -7.208 -0.187 1.432 0.4354
H -6.799 1.630 3.047 0.4331
H -5.263 3.438 3.903 0.4790
H -3.065 4.600 3.716 0.4212
H -1.476 3.889 1.957 0.5589
H -4.128 -0.502 -4.374 0.4433
C 4.363 -2.775 3.102 -1.9628
C 4.289 -2.891 1.593 0.5787
C 4.374 -4.334 1.112 -0.9736
C 4.557 -4.350 -0.403 -1.0186
C 3.627 -3.380 -1.099 0.8590
C 3.479 -3.428 -2.467 -0.7061
C 2.595 -2.564 -3.108 0.0441
F 2.491 -2.618 -4.439 -0.3238
C 1.806 -1.699 -2.415 -1.0568
C 1.918 -1.650 -1.019 0.2086
C 0.998 -0.824 -0.259 1.1882
O 0.163 -0.072 -0.893 -1.0939
C 1.119 -0.931 1.129 -0.3272
C 2.176 -1.604 1.704 -0.1713
N 3.059 -2.298 1.004 0.2997
C 2.876 -2.440 -0.370 -0.2752
C 0.129 -0.267 2.043 0.0433
O 0.474 -0.051 3.184 -0.6232
O -1.056 -0.033 1.496 -0.7079
H 5.307 -3.211 3.425 0.4239
H 3.557 -3.321 3.597 0.4057
H 4.358 -1.736 3.438 0.5182
H 5.127 -2.341 1.156 0.2166
H 3.457 -4.864 1.385 0.3119
H 5.214 -4.828 1.596 0.3945
H 4.389 -5.353 -0.795 0.4958
H 5.590 -4.092 -0.656 0.3902
H 4.038 -4.150 -3.050 0.5506
H 1.091 -1.068 -2.925 0.6599
H 2.293 -1.560 2.776 0.7501
C 1.835 3.520 2.657 -1.3971
C 1.292 2.951 1.390 0.9207
C 2.153 2.999 0.171 -1.1759
O 0.153 2.479 1.371 -0.7436
H 1.705 4.608 2.623 0.3733
H 2.903 3.330 2.752 0.4334
H 1.294 3.134 3.517 0.3564
H 2.656 3.962 0.091 0.4703
H 1.561 2.805 -0.722 0.1651
H 2.932 2.234 0.260 0.3186
```

Its calculated total energy is -67838.5141 eV. The calculation puts the energy above the lowest of the compared OMol25 structures with the same formula, charge and spin at 2.553 eV. Its charge is +2.



[4]
ORCA calculation (the ωB97M-V functional and the def2-TZVPD basis) on a structure of composition C50H36Cl3CoF4N10S4Si.

```
109
Properties=species:S:1:pos:R:3:mulliken_spin:R:1
Co -0.279 -0.154 0.687 1.1649
N -0.368 1.764 0.924 -0.0687
S -0.146 3.154 0.620 0.0042
N 1.362 3.805 0.924 0.0015
S 2.617 3.553 0.074 -0.0066
N 2.967 2.202 -0.597 0.0010
S 2.823 0.705 0.114 0.0109
N 1.595 -0.048 -0.040 -0.0588
C 3.385 0.969 1.795 -0.0139
C 2.390 1.077 2.758 0.0392
C 2.755 1.282 4.080 0.0078
C 4.095 1.372 4.428 0.0006
C 5.080 1.256 3.456 -0.0002
C 4.731 1.050 2.130 -0.0025
C 4.207 -0.088 -0.681 0.0003
C 5.258 0.595 -1.276 -0.0013
C 6.319 -0.129 -1.803 -0.0004
C 6.321 -1.516 -1.732 0.0023
C 5.258 -2.189 -1.141 0.0008
C 4.192 -1.477 -0.609 0.0054
C 3.936 4.087 1.138 -0.0003
C 3.698 4.442 2.453 0.0002
C 4.778 4.816 3.243 0.0000
C 6.058 4.837 2.712 0.0000
C 6.276 4.485 1.383 0.0000
C 5.211 4.104 0.588 -0.0002
C 2.719 4.692 -1.285 -0.0001
C 2.670 6.044 -0.970 0.0002
C 2.725 6.967 -1.998 0.0000
C 2.825 6.533 -3.316 0.0000
C 2.872 5.179 -3.610 0.0000
C 2.820 4.242 -2.587 0.0004
C -0.492 3.678 -1.048 0.0035
C -0.446 5.019 -1.412 0.0012
C -0.709 5.360 -2.726 0.0004
C -1.018 4.369 -3.652 -0.0004
C -1.072 3.037 -3.270 -0.0007
C -0.809 2.681 -1.952 0.0010
C -1.077 4.275 1.637 -0.0028
C -2.355 4.629 1.232 0.0005
C -3.154 5.360 2.097 -0.0005
C -2.683 5.707 3.355 0.0004
C -1.411 5.322 3.758 -0.0001
C -0.600 4.599 2.899 -0.0008
H 1.347 0.994 2.486 0.0104
H 1.984 1.355 4.837 0.0002
H 4.376 1.519 5.463 0.0001
H 6.125 1.315 3.730 0.0000
H 5.500 0.949 1.377 0.0000
H 5.236 1.674 -1.337 -0.0001
H 7.146 0.392 -2.269 -0.0001
H 7.153 -2.074 -2.141 0.0004
H 5.261 -3.270 -1.088 -0.0001
H 3.355 -1.980 -0.137 -0.0001
H 2.693 4.418 2.846 -0.0002
H 4.613 5.092 4.276 0.0000
H 6.893 5.133 3.332 0.0000
H 7.275 4.512 0.970 0.0000
H 5.366 3.839 -0.451 0.0000
H 2.592 6.367 0.062 0.0002
H 2.696 8.025 -1.774 0.0000
H 2.872 7.259 -4.117 0.0000
H 2.961 4.844 -4.635 0.0000
H 2.856 3.187 -2.792 -0.0003
H -0.217 5.779 -0.676 0.0001
H -0.681 6.399 -3.029 -0.0001
H -1.230 4.641 -4.678 0.0000
H -1.329 2.275 -3.993 0.0000
H -0.853 1.652 -1.617 0.0011
H -2.731 4.332 0.262 0.0004
H -4.151 5.646 1.792 0.0001
H -3.314 6.270 4.029 0.0000
H -1.053 5.579 4.746 0.0000
H 0.386 4.281 3.209 -0.0002
C -1.813 -4.154 4.108 0.0000
N -0.890 -3.236 3.469 -0.0009
C -0.505 -3.312 2.209 0.0029
N -0.932 -4.322 1.454 -0.0002
S 0.611 -2.160 1.562 -0.0249
H -1.852 -3.924 5.168 0.0000
H -1.466 -5.182 3.995 -0.0001
H -2.818 -4.049 3.693 -0.0003
H -0.612 -2.395 3.954 0.0006
H -1.664 -4.944 1.752 -0.0002
H -0.602 -4.385 0.506 0.0004
Cl -3.467 -1.788 1.957 -0.0108
Si -2.153 -0.147 1.949 -0.0952
Cl -3.497 1.431 1.698 -0.0095
Cl -1.574 0.066 3.978 -0.0074
F 1.123 0.021 -3.270 -0.0015
C 2.122 -0.841 -3.381 -0.0138
C 3.282 -0.415 -3.905 0.0196
F 3.383 0.857 -4.263 0.0016
C 4.422 -1.278 -4.094 -0.0093
C 4.179 -2.662 -3.759 0.0192
C 3.009 -3.094 -3.255 -0.0166
F 2.878 -4.371 -2.928 -0.0034
C 1.912 -2.208 -2.968 0.0030
C 0.785 -2.608 -2.297 -0.0400
C -0.137 -1.682 -1.743 0.0244
N -0.857 -1.101 -1.059 -0.0325
C 0.514 -3.946 -1.873 0.0099
N 0.217 -4.973 -1.451 -0.0315
F 5.162 -3.530 -3.927 0.0037
C 5.633 -0.814 -4.530 0.0656
C 6.801 -1.631 -4.659 -0.0077
N 7.785 -2.219 -4.738 0.0320
C 5.883 0.568 -4.814 -0.0087
N 6.144 1.666 -5.034 0.0316
```

Its calculated total energy is -204607.9724 eV. The multiplicity is 2. The calculation puts the energy above the lowest of the compared OMol25 structures with the same formula, charge and spin at 0.000 eV. Its charge is +1.